# 1
23
Properties=species:S:1:pos:R:3:mulliken_spin:R:1 method="wB97M-V/def2-TZVPD" spin_multiplicity=2 charge=-1 s_squared=0.761 e_above_lowest_ev=2.043 gap_ev="3.074 / 7.010" e_lumo_ev="4.01 / 3.83"
C -1.46378 -0.49969 2.63878 0.0258
C -1.30210 -1.76911 1.96649 0.1500
H -1.19161 0.40991 2.18767 -0.0023
H -2.55528 -0.26347 2.68419 -0.0155
H -0.83922 -0.30026 3.53100 -0.0099
H -0.26715 -1.82488 1.57484 -0.0055
H -2.04336 -1.98089 1.13847 -0.0351
H -1.37032 -2.66396 2.56088 -0.0447
C -0.16359 -0.18466 -3.02543 0.0277
C 0.73658 -0.48047 -0.74676 0.2316
C 0.50154 0.35971 -1.82946 0.4284
C 1.72673 -0.17707 0.18153 -0.0864
C 1.82686 1.28731 0.43181 0.4368
C 0.57995 1.72589 -1.63164 0.1011
C 1.21274 2.17998 -0.51430 -0.1958
H 0.17152 -1.41512 -0.70978 0.0088
H 2.04977 -0.89024 0.96027 -0.0430
H 0.54954 -0.86505 -3.47904 0.0176
H -0.46323 0.57905 -3.69113 -0.0010
H 2.31590 1.64444 1.27923 0.0064
H 0.03769 2.42898 -2.30221 0.0713
H 1.13280 3.30130 -0.20104 -0.0476
H -1.18198 -0.60170 -3.00436 -0.0187

=====

# 2
49
Properties=species:S:1:pos:R:3:mulliken_spin:R:1 method="wB97M-V/def2-TZVPD" spin_multiplicity=2 charge=+1 s_squared=0.755 gap_ev="6.936 / 2.254" e_lumo_ev="-3.84 / -8.52"
C -2.10589 2.17700 1.20298 0.0000
C -2.61562 2.56810 2.56028 0.0000
O -2.35067 3.67969 2.90861 0.0000
N -3.38777 1.62235 3.21430 0.0000
C -3.93163 1.82930 4.56512 0.0000
H -2.98796 2.36674 0.59139 0.0000
H -1.76024 1.15028 1.08273 0.0000
H -1.25438 2.83138 1.01638 0.0000
H -3.38702 0.71835 2.76389 0.0000
H -4.71709 1.07898 4.65557 0.0000
H -4.35279 2.80612 4.80299 0.0000
H -3.09384 1.68975 5.24829 0.0000
C -1.19423 -2.07387 3.36016 0.0000
C -1.72794 -1.95740 1.93843 0.0000
O -2.55268 -1.11180 1.69495 0.0000
N -1.33940 -2.88586 1.08738 0.0000
C -1.50393 -2.95909 -0.30735 0.0000
H -0.13032 -1.83736 3.34403 0.0000
H -1.16329 -3.08798 3.75857 0.0000
H -1.66812 -1.42421 4.09601 0.0000
H -0.57390 -3.49260 1.34425 0.0000
H -0.55140 -2.65810 -0.74344 0.0000
H -2.30935 -2.27524 -0.57521 0.0000
H -1.83319 -3.92867 -0.68099 0.0000
C 3.74244 0.79349 -3.46956 0.0574
C 4.74139 0.04507 -2.61390 -0.0080
O 5.94600 0.35906 -2.87109 0.8930
N 4.39105 -0.86881 -1.70925 0.0306
C 5.21675 -1.62046 -0.90057 0.0096
H 4.17964 1.43630 -4.23358 0.0085
H 3.09962 1.33199 -2.77322 0.0035
H 3.08963 0.03002 -3.89272 0.0087
H 3.41923 -1.14272 -1.73462 -0.0023
H 4.96029 -2.67841 -0.95619 -0.0009
H 5.27741 -1.20250 0.10428 -0.0004
H 6.23927 -1.64116 -1.27757 -0.0018
C -0.97463 1.20343 -2.49280 -0.0001
C 0.20226 1.81729 -1.80120 0.0004
C 0.83759 0.60809 -1.16257 -0.0008
O 0.68511 -0.35845 -2.19142 0.0016
C -0.61498 -0.22469 -2.79104 0.0005
H -1.38479 1.80943 -3.30066 0.0000
H -1.82564 1.04557 -1.83027 -0.0001
H -0.11891 2.59822 -1.11192 0.0001
H 0.83692 2.30401 -2.54174 -0.0005
H 0.40901 0.15392 -0.26917 0.0000
H 1.86592 0.70334 -0.81392 0.0005
H -1.25955 -1.02447 -2.42636 0.0000
H -0.46837 -0.30337 -3.86827 0.0002

=====

# 3
19
Properties=species:S:1:pos:R:3:lowdin_charge:R:1 method="wB97M-V/def2-TZVPD" charge=+1 smiles=CNC[C@@H](C)[NH3+] e_above_lowest_ev=1.896 gap_ev=8.465 e_lumo_ev=-3.67
N 0.35493 -1.45291 1.65739 0.1949
C 0.64325 -0.43263 0.58638 -0.3012
C 1.19569 0.86222 1.13045 -0.0435
C -0.75467 -0.18320 -0.06719 -0.2007
N -0.71660 0.88012 -1.04236 -0.1394
C -0.73685 0.50167 -2.45982 -0.0922
H 1.01664 -1.29347 2.43127 0.1708
H -0.49191 -1.45048 2.24788 0.1814
H 0.43051 -2.43625 1.37515 0.1798
H 1.39172 -0.91894 -0.03568 0.1585
H 0.47560 1.56782 1.54006 0.0977
H 1.53429 1.39479 0.23462 0.0984
H 2.09018 0.72991 1.73481 0.0908
H -0.99630 -1.04883 -0.70351 0.1186
H -1.63576 -0.06736 0.56488 0.1316
H -0.98061 1.81309 -0.81095 0.1107
H -0.80911 1.36882 -3.10056 0.0871
H 0.15584 -0.09920 -2.68869 0.0801
H -1.53370 -0.23790 -2.58256 0.0764

=====

# 4
7
Properties=species:S:1:pos:R:3:lowdin_charge:R:1 method="wB97M-V/def2-TZVPD" charge=0 e_above_lowest_ev=3.226 gap_ev="5.849 / 9.782" e_lumo_ev="-2.67 / -0.48"
C 0.13956 0.48098 -0.40930 -0.8316
C -0.46939 -0.68796 0.43905 -0.7340
F 0.19720 -0.07316 -1.61670 -0.0476
F -0.11443 -1.90911 -0.08596 -0.0139
S -0.08011 2.28650 -0.54202 0.6959
Br -0.79225 -0.49019 2.20299 0.8489
H 1.11943 0.39294 0.01195 0.0824

=====

# 5
13
Properties=species:S:1:pos:R:3:lowdin_charge:R:1 method="wB97M-V/def2-TZVPD" charge=0 smiles="[H]/N=c1/onnn1NC" e_above_lowest_ev=5.859 gap_ev=9.806 e_lumo_ev=0.27
C -0.54735 1.21140 -1.99258 -0.0517
C -0.53863 -0.72392 0.63635 -0.4371
H 0.00816 2.19780 -1.52146 0.1002
H -0.43014 1.17550 -3.16483 0.0849
H -1.60278 1.18306 -1.50039 0.0745
H 0.48555 -1.06715 -2.13747 0.1536
H -1.18637 -1.63306 -1.02249 0.0741
N 0.47056 -0.08583 -1.61498 -0.0827
N 0.55405 -0.24108 -0.19728 -0.1736
N 1.26497 0.72796 0.49417 0.0868
N 0.86526 0.59122 1.65238 0.0385
N -1.33060 -1.60421 0.07137 0.0932
O -0.44103 -0.06219 1.83055 0.0392

=====

| no. | largest force on an atom (eV/Å) |
| --- | --- |
| 1 | 3.41 |
| 2 | 4.38 |
| 3 | 2.90 |
| 4 | 2.30 |
| 5 | 4.57 |